Density functional theory data (ωB97M-V with the def2-TZVPD basis set) for one molecule with the formula C6H10N2O in a non-equilibrium geometry.

The geometry in XYZ format:
```
19
Properties=species:S:1:pos:R:3:forces:R:3:mulliken_charge:R:1
C 2.250941 -0.267520 0.191403 2.4364 1.3975 -0.4313 0.142
C -1.241148 0.701282 -0.741432 0.3927 1.6864 2.6228 -0.574
C -1.325859 -0.396052 0.351563 -0.3256 -0.3773 1.3939 -0.711
C 0.960161 0.040852 0.708860 -2.5717 1.5435 0.2900 -0.023
C -0.112435 1.645786 -0.304571 -0.3855 -2.8857 1.4050 -0.211
C 0.462707 -2.128368 -0.309890 -2.8526 0.4982 -2.0310 -0.954
N 3.360781 -0.218493 -0.168068 -1.6888 -0.5298 0.3996 -0.485
N -0.011026 -1.043189 0.569876 0.0955 1.4195 -0.4838 -0.074
O -0.573426 2.640381 0.558362 -0.3455 -1.2415 -0.6666 -0.507
H -1.179782 0.354836 -1.732740 0.6458 -0.7784 -1.1319 0.326
H -2.138563 1.310959 -0.724320 -0.4138 0.0071 0.1929 0.378
H -1.555133 0.006771 1.391732 0.1731 0.3339 -1.4622 0.286
H -2.199278 -1.063729 0.206942 0.9182 -0.2444 -0.2840 0.397
H 1.016235 0.602688 1.705598 -0.1926 -1.2099 -1.2140 0.245
H 0.565357 1.900157 -1.058062 1.1096 0.8822 -0.8883 0.417
H 1.082832 -1.820799 -1.185756 -0.2708 0.0411 0.6775 0.354
H 1.007845 -2.750926 0.340800 0.6294 -1.3394 0.2195 0.347
H -0.480953 -2.631190 -0.816823 1.9232 0.6434 1.4157 0.300
H 0.110745 3.116559 1.016525 0.7229 0.1537 -0.0238 0.347
```
Forces are in eV/Å.

E_LUMO: 0.7 eV
Gap between HOMO and LUMO: 0.322 Ha
Calculated total energy: -11408.5606 eV